[1]
{"formula": "C24H24N2O6", "method": "wB97M-V/def2-TZVPD", "species": ["O", "O", "O", "O", "O", "O", "N", "N", "C", "C", "C", "C", "C", "C", "C", "C", "C", "C", "C", "C", "C", "C", "C", "C", "C", "C", "C", "C", "C", "C", "C", "C", "H", "H", "H", "H", "H", "H", "H", "H", "H", "H", "H", "H", "H", "H", "H", "H", "H", "H", "H", "H", "H", "H", "H", "H"], "positions_angstrom": [[-1.412, -4.024, 0.956], [-4.121, 1.900, -0.761], [-2.573, 3.310, -1.566], [-0.329, -1.248, -1.716], [-0.295, 1.659, 2.071], [-2.811, -2.287, 0.673], [1.377, 0.301, 1.322], [1.428, 0.189, -1.531], [-6.311, 2.464, 0.014], [3.567, 3.250, 1.734], [-2.059, 0.995, -1.316], [2.483, 2.403, 1.877], [3.496, -0.421, -0.432], [4.543, -1.322, -0.271], [3.502, 0.848, 0.329], [2.457, -0.744, -1.318], [-4.518, -3.736, 1.642], [-0.580, -1.820, 1.208], [-1.626, -2.838, 0.942], [-3.884, -3.180, 0.374], [4.626, 2.901, 0.912], [4.591, 1.705, 0.220], [-0.767, 1.086, -1.627], [2.442, 1.199, 1.182], [2.463, -1.963, -1.985], [-2.914, 2.200, -1.240], [0.089, 0.577, 1.675], [0.100, -0.115, -1.648], [4.547, -2.533, -0.940], [3.500, -2.856, -1.788], [-5.034, 2.989, -0.614], [-0.862, -0.547, 1.475], [5.346, -1.071, 0.406], [1.561, -0.626, 0.960], [-7.019, 3.279, 0.134], [-5.369, -4.358, 1.380], [-4.855, -2.924, 2.282], [1.671, 1.153, -1.339], [-3.795, -4.339, 2.185], [-6.098, 2.031, 0.987], [5.475, 3.559, 0.808], [3.586, 4.183, 2.276], [1.661, 2.668, 2.519], [-3.501, -3.997, -0.247], [-5.223, 3.425, -1.602], [-2.516, 0.044, -1.085], [-4.598, -2.582, -0.195], [5.362, -3.225, -0.794], [-6.753, 1.699, -0.619], [-0.329, 2.052, -1.838], [-1.895, -0.233, 1.540], [-4.566, 3.757, 0.011], [1.650, -2.203, -2.650], [3.494, -3.802, -2.306], [0.419, -2.233, 1.177], [5.406, 1.429, -0.433]], "gap_ev": 8.38, "smiles": "CCOC(=O)/C=C/C(=O)Nc1ccccc1-c1ccccc1NC(=O)/C=C/C(=O)OCC", "e_above_lowest_ev": 0.246, "multiplicity": 1, "homo_energy_ha": -0.3210, "lumo_energy_ha": -0.0130}

***

[2]
{"formula": "C24H24N3O2", "method": "wB97M-V/def2-TZVPD", "species": ["O", "O", "N", "N", "N", "C", "C", "C", "C", "C", "C", "C", "C", "C", "C", "C", "C", "C", "C", "C", "C", "C", "C", "C", "C", "C", "C", "C", "C", "H", "H", "H", "H", "H", "H", "H", "H", "H", "H", "H", "H", "H", "H", "H", "H", "H", "H", "H", "H", "H", "H", "H", "H"], "positions_angstrom": [[2.282, -1.210, -3.860], [2.588, 2.031, 4.015], [1.570, -0.222, -1.963], [0.619, -1.211, -1.836], [-3.491, -2.240, 1.973], [1.610, 1.587, 3.126], [-5.300, -2.730, 0.234], [4.528, 2.783, -2.733], [3.337, 1.007, 4.625], [0.857, 2.559, 2.449], [-0.465, 0.857, 1.357], [5.025, 2.918, -4.013], [0.323, -0.120, 2.009], [-0.129, 2.214, 1.567], [3.754, 1.019, -4.698], [3.247, 0.879, -3.415], [-3.508, -1.102, 0.009], [-2.409, -0.624, 0.818], [-5.058, -1.409, -1.776], [3.644, 1.772, -2.431], [-2.441, -1.366, 2.002], [4.634, 2.034, -4.996], [2.347, -0.251, -3.111], [-4.172, -2.097, 0.754], [-3.899, -3.078, 3.096], [-1.592, 0.503, 0.569], [-5.727, -2.381, -1.024], [-3.957, -0.762, -1.272], [1.334, 0.237, 2.857], [-0.711, 2.976, 1.079], [-6.591, -2.867, -1.441], [-3.091, -3.759, 3.357], [-4.125, -2.450, 3.957], [5.020, 2.137, -5.995], [1.212, 0.671, -1.614], [3.260, 1.651, -1.432], [4.058, 1.456, 5.308], [-3.435, -0.020, -1.853], [1.066, 3.592, 2.666], [1.027, -2.132, -1.944], [-1.947, 1.213, -0.157], [1.933, -0.528, 3.314], [3.880, 0.445, 3.864], [4.834, 3.467, -1.962], [-5.417, -1.167, -2.763], [3.449, 0.312, -5.452], [5.724, 3.706, -4.240], [0.159, -1.161, 1.786], [2.675, 0.353, 5.195], [-1.819, -1.215, 2.864], [-4.784, -3.658, 2.847], [-0.110, -1.148, -2.536], [-5.816, -3.470, 0.819]], "gap_ev": 6.40, "e_above_lowest_ev": 0.154, "multiplicity": 1, "homo_energy_ha": -0.4171, "lumo_energy_ha": -0.1820, "total_charge": 1}

***

[3]
{"formula": "C24H24N3O7PtS2", "method": "wB97M-V/def2-TZVPD", "species": ["Pt", "S", "S", "O", "O", "O", "O", "O", "O", "O", "N", "N", "N", "C", "C", "C", "C", "C", "C", "C", "C", "C", "C", "C", "C", "C", "C", "C", "C", "C", "C", "C", "C", "C", "C", "C", "C", "H", "H", "H", "H", "H", "H", "H", "H", "H", "H", "H", "H", "H", "H", "H", "H", "H", "H", "H", "H", "H", "H", "H", "H"], "positions_angstrom": [[-0.230, 1.021, 0.163], [2.716, -0.822, 2.948], [2.003, 0.553, -2.302], [-2.106, 0.358, 1.452], [-5.720, 2.869, 1.041], [0.573, 0.922, -1.989], [-5.572, 4.596, -0.355], [2.076, -0.168, -3.553], [-4.178, 1.098, 1.844], [2.712, -0.023, -1.189], [-3.018, 3.904, -1.132], [0.962, -0.256, 1.128], [-1.697, 2.321, -0.459], [1.349, -5.401, -1.768], [-2.866, 2.225, 0.253], [0.867, -3.799, 0.079], [1.780, -4.287, 1.024], [2.797, 2.146, -2.588], [2.072, 2.418, 3.431], [-0.751, -4.069, -1.849], [-1.810, 3.337, -1.294], [1.182, -1.591, 0.993], [1.458, 1.664, 2.408], [0.132, 3.602, 1.783], [2.408, -3.452, 1.936], [-3.070, 1.147, 1.269], [-3.711, 3.218, -0.162], [0.572, -2.446, 0.074], [1.680, 0.311, 2.122], [2.109, -2.104, 1.914], [-0.771, 3.801, -2.246], [-0.518, -5.873, -0.155], [0.236, -4.772, -0.915], [-5.086, 3.619, 0.178], [0.770, 4.344, 2.788], [1.731, 3.743, 3.600], [0.480, 2.289, 1.582], [-1.179, -4.790, -2.547], [0.510, 5.385, 2.930], [3.734, 1.931, -3.093], [-0.631, 4.092, 1.189], [2.158, 2.762, -3.217], [3.117, -3.846, 2.654], [2.054, -5.958, -1.151], [-0.252, -3.290, -2.427], [-0.406, 4.791, -1.967], [2.011, -5.344, 1.060], [2.798, 1.934, 4.075], [-1.170, 3.855, -3.259], [0.150, -6.441, 0.493], [-1.301, -5.436, 0.466], [1.900, -4.623, -2.297], [0.047, 3.085, -2.227], [-3.420, 4.685, -1.626], [-0.126, -2.007, -0.625], [2.210, 4.324, 4.378], [0.917, -6.087, -2.501], [-1.567, -3.618, -1.282], [2.979, 2.607, -1.620], [-0.979, -6.568, -0.860], [-5.113, 2.117, 1.399]], "gap_ev": [4.67, 6.80], "e_above_lowest_ev": 0.179, "multiplicity": 3, "homo_energy_ha": [-0.0906, -0.1908], "s_squared": 2.0305, "lumo_energy_ha": [0.0809, 0.0590], "total_charge": -1}

***

[4]
{"formula": "C24H24N4O2S", "method": "wB97M-V/def2-TZVPD", "species": ["S", "O", "O", "N", "N", "N", "N", "C", "C", "C", "C", "C", "C", "C", "C", "C", "C", "C", "C", "C", "C", "C", "C", "C", "C", "C", "C", "C", "C", "C", "C", "H", "H", "H", "H", "H", "H", "H", "H", "H", "H", "H", "H", "H", "H", "H", "H", "H", "H", "H", "H", "H", "H", "H", "H"], "positions_angstrom": [[-1.961, -0.055, -2.414], [1.671, 4.416, 1.895], [-2.437, -3.538, -1.967], [-0.769, -2.566, -0.732], [1.421, 0.765, -0.828], [0.591, -0.047, -1.497], [-0.523, 1.772, -0.968], [-2.624, 4.636, -2.290], [1.315, 2.939, 0.272], [2.482, 3.693, -0.044], [-1.284, -1.677, -2.906], [2.293, 0.055, 2.123], [3.213, -1.297, 0.374], [-1.563, -2.711, -1.820], [-1.869, -4.170, 0.746], [-0.260, 2.998, 2.351], [2.119, -2.139, 0.445], [-1.548, 2.780, -0.975], [-0.171, -3.436, 2.793], [1.105, -1.899, 1.368], [-0.563, 0.564, -1.595], [2.639, 4.574, 0.975], [-0.882, -3.219, 0.504], [-1.537, 3.571, -2.286], [-1.156, -4.376, 3.028], [0.865, 3.421, 1.475], [3.304, -0.200, 1.213], [-0.008, -2.855, 1.540], [1.204, -0.791, 2.205], [0.771, 1.845, -0.503], [-2.000, -4.746, 1.996], [-2.536, -4.453, -0.050], [-0.038, -1.856, -0.784], [-0.221, -1.532, -3.091], [-1.814, -1.960, -3.814], [-2.515, 2.285, -0.847], [-3.604, 4.179, -2.180], [-2.770, -5.485, 2.160], [-2.476, 5.338, -1.472], [2.357, 0.915, 2.775], [0.414, -0.598, 2.918], [0.098, 2.873, 3.372], [-1.052, 3.747, 2.369], [3.996, -1.496, -0.342], [-1.694, 2.881, -3.118], [-0.557, 4.037, -2.411], [3.369, 5.337, 1.160], [4.156, 0.460, 1.153], [-1.260, -4.820, 4.007], [0.506, -3.150, 3.585], [-0.667, 2.053, 2.000], [-1.371, 3.452, -0.134], [2.059, -3.006, -0.198], [3.096, 3.572, -0.912], [-2.605, 5.189, -3.224]], "gap_ev": 8.67, "smiles": "CCCn1c(SCC(=O)Nc2ccccc2-c2ccccc2)nnc1-c1ccoc1C", "e_above_lowest_ev": 0.633, "multiplicity": 1, "homo_energy_ha": -0.2983, "lumo_energy_ha": 0.0203}

***

no.,E_tot (eV)
1,-40543.831
2,-33835.643
3,-69001.595
4,-46168.767